The following is a quantum chemistry calculation of one molecule with the formula C5H10O2, from the Open Molecules 2025 dataset.

Values from the calculation:
* DFT total energy: -346.98974 Ha
* multiplicity: 1
* relative energy (zero: lowest compared OMol25 entry of this formula, charge and spin): 22.4 kcal/mol
* LUMO energy: 0.798 eV
* E_HOMO: -9.64 eV
* HOMO-LUMO gap: 10.4 eV
* SMILES: CC(=O)C(C)(C)O

Each line ends with the natural charge from an NBO analysis.
Element x y z (Å)
C 1.34 -0.88 -1.49  -0.731
C 1.17 -0.25 -0.13  0.603
O 2.07 -0.22 0.68  -0.532
C -0.21 0.37 0.19  0.139
C -1.31 -0.69 0.09  -0.632
C -0.20 1.01 1.58  -0.628
O -0.38 1.36 -0.83  -0.716
H 2.39 -1.15 -1.64  0.237
H 0.73 -1.79 -1.55  0.232
H 1.00 -0.21 -2.28  0.248
H -2.27 -0.25 0.36  0.212
H -1.39 -1.09 -0.93  0.219
H -1.12 -1.52 0.78  0.219
H -1.00 1.76 1.65  0.201
H -0.37 0.26 2.36  0.217
H 0.77 1.47 1.78  0.242
H -1.19 1.84 -0.61  0.469